ORCA calculation (ωB97M-V/def2-TZVPD) on a molecular structure, C35H65BrN4O4P2S2Ti.

Geometry as XYZ:
```
114
C35H65BrN4O4P2S2Ti (ωB97M-V/def2-TZVPD)
Ti 0.6340 0.1440 -0.0908
C 1.5374 -0.0218 4.1017
C 0.6549 -1.2565 3.9170
C 1.5352 -2.5034 3.8682
P -0.3795 -1.1409 2.3609
C -1.6770 -2.4708 2.6722
C -1.4064 -3.7245 1.8282
C -1.9474 -2.8807 4.1196
C -1.3584 0.3665 2.6684
C -2.5752 0.4704 3.3435
C -3.2482 1.6779 3.4618
C -4.5260 1.8035 4.2582
C -2.6921 2.7922 2.8284
C -1.4859 2.7159 2.1590
C -0.7601 1.5111 2.1151
N 0.5071 1.3783 1.5503
C 1.4362 2.3977 1.7603
C 1.3170 3.3527 2.7948
C 2.2370 4.3660 2.9724
C 3.3534 4.4842 2.1502
C 4.3492 5.6068 2.3264
C 3.5354 3.4934 1.2002
C 2.6226 2.4551 0.9919
P 2.9722 0.9781 -0.0238
C 4.3965 0.2824 0.9835
C 5.7613 0.9624 0.8932
C 4.5309 -1.2277 0.7632
C 3.6150 1.4907 -1.6881
C 4.4406 2.7641 -1.8379
C 4.3095 0.2914 -2.3419
H 2.1906 -0.1605 4.9696
H 0.9467 0.8807 4.2598
H 2.1617 0.1420 3.2235
H -0.0424 -1.3147 4.7538
H 2.2373 -2.4248 3.0329
H 0.9592 -3.4256 3.7482
H 2.1170 -2.5920 4.7898
H -2.5896 -2.0132 2.2833
H -0.6177 -4.3320 2.2819
H -1.0958 -3.4826 0.8099
H -2.3004 -4.3520 1.7700
H -1.0955 -3.4137 4.5471
H -2.8061 -3.5580 4.1493
H -2.1691 -2.0337 4.7693
H -3.0160 -0.4097 3.7996
H -4.8393 0.8399 4.6611
H -5.3403 2.1999 3.6465
H -4.3894 2.4899 5.0967
H -3.2208 3.7412 2.8722
H -1.0811 3.5870 1.6601
H 0.4831 3.2854 3.4800
H 2.0875 5.0778 3.7796
H 3.8437 6.5461 2.5588
H 4.9347 5.7566 1.4178
H 5.0467 5.3995 3.1434
H 4.4307 3.5376 0.5949
H 4.0132 0.4322 1.9952
H 6.1863 0.8785 -0.1089
H 6.4545 0.4752 1.5863
H 5.7136 2.0155 1.1651
H 5.0508 -1.4432 -0.1737
H 3.5447 -1.6915 0.7332
H 5.1082 -1.6865 1.5726
H 2.6743 1.6508 -2.2182
H 5.3946 2.7124 -1.3068
H 3.8860 3.6344 -1.4892
H 4.6607 2.9166 -2.8993
H 4.4763 0.4865 -3.4054
H 5.2840 0.0920 -1.8902
H 3.6948 -0.6076 -2.2524
N -2.6241 1.1765 -2.4918
C -3.8922 0.4082 -2.7228
C -4.9774 0.8598 -1.7320
C -4.6089 0.5162 -0.2802
N -3.4499 1.3200 0.1109
C -4.3361 -0.9905 -0.1815
C -3.2723 -1.5265 -1.1512
N -1.9040 -1.0934 -0.8275
C -3.6228 -1.0919 -2.5749
H -2.6444 2.1251 -2.8555
H -1.7911 0.7082 -2.8853
H -2.4965 1.2647 -1.4475
H -4.2251 0.5955 -3.7438
H -5.9053 0.3481 -1.9971
H -5.1560 1.9368 -1.8232
H -5.4650 0.7408 0.3652
H -2.9190 0.9076 0.8690
H -3.7166 2.2505 0.4077
H -5.2704 -1.5028 -0.4258
H -4.0848 -1.2523 0.8502
H -3.3266 -2.6203 -1.1273
H -1.2840 -1.4677 -1.5360
H -1.6153 -1.5159 0.0475
H -4.5237 -1.6261 -2.8847
H -2.8150 -1.3846 -3.2492
C 2.2775 -4.3329 0.7014
S 1.3715 -3.4740 -0.6032
C 2.7282 -3.5306 -1.7881
O 1.2563 -2.0591 -0.1006
H 3.2845 -3.9260 0.7892
H 2.3038 -5.3987 0.4625
H 1.7273 -4.1714 1.6234
H 3.1131 -4.5515 -1.8113
H 3.4933 -2.8326 -1.4517
H 2.3372 -3.2543 -2.7628
Br -0.1068 2.3351 -1.3141
C 1.6981 -0.8476 -4.6213
S 0.5118 -0.9486 -3.3140
O 0.2313 -2.3571 -3.0674
O -0.6556 -0.2517 -3.8494
O 1.1330 -0.2779 -2.1600
H 1.2079 -1.2129 -5.5217
H 2.5824 -1.4395 -4.3859
H 1.9575 0.2069 -4.7235
```

Properties
HOMO (alpha / beta) = -5.33 / -6.11 eV
Spin multiplicity = 3
<S²> = 2.004

=====

ORCA calculation (ωB97M-V/def2-TZVPD) on 6 unconnected molecules or ions with the total composition C35H65ClF5N2O14.

Geometry as XYZ:
```
122
C35H65ClF5N2O14 (ωB97M-V/def2-TZVPD)
C 7.4414 -1.1217 0.7905
C 7.1318 0.2896 0.2726
O 5.8640 0.4280 -0.2921
C 5.7194 -0.2049 -1.5240
C 4.7194 0.5364 -2.3923
O 3.4682 0.7773 -1.8180
C 2.6285 -0.3794 -1.7767
C 2.0156 -0.5887 -0.3824
N 3.0959 -1.1428 0.4490
C 1.7179 0.8577 0.2028
O 2.1403 1.1041 1.3589
O 1.0727 1.6348 -0.5531
N 0.8272 -1.4660 -0.3510
C 0.7879 -2.5275 -1.3309
C 1.9005 -3.5738 -1.2471
C 2.0117 -4.3189 0.0807
C 0.7762 -5.0576 0.4996
F 0.3045 -5.8964 -0.4658
F -0.2489 -4.2397 0.8187
C 1.0095 -5.9279 1.7784
F 0.1057 -6.9015 1.8922
F 0.8501 -5.1281 2.8588
F 2.2493 -6.4199 1.8566
C -0.4655 -0.8295 -0.1629
C -0.8994 -0.6403 1.3226
C 0.0716 -1.1826 2.3466
Cl -1.2748 1.0942 1.6243
H 8.5254 -1.2241 0.8412
H 7.0661 -1.2713 1.7961
H 7.0964 -1.8991 0.1158
H 7.9347 0.5468 -0.4317
H 7.2445 0.9626 1.1116
H 5.4875 -1.2736 -1.4572
H 6.6780 -0.1230 -2.0593
H 4.6530 0.0636 -3.3803
H 5.1625 1.5184 -2.5549
H 1.8388 -0.2607 -2.5179
H 3.2493 -1.2176 -2.1057
H 2.7262 -1.5606 1.2859
H 3.6831 -1.7779 -0.0710
H 0.7676 -2.1689 -2.3698
H -0.1348 -3.0873 -1.2303
H 2.8817 -3.1961 -1.5107
H 1.6589 -4.3279 -1.9972
H 2.3318 -3.7038 0.9156
H 2.7796 -5.0801 -0.0446
H -0.6114 0.0829 -0.7326
H -1.2087 -1.5210 -0.5560
H -1.8393 -1.1567 1.4695
H -0.4959 -1.4276 3.2468
H 0.5545 -2.0968 2.0259
H 0.8247 -0.4577 2.6429
O -3.8549 3.7035 7.4912
C -3.1806 4.0638 6.5609
O -3.1699 3.3424 5.4388
C -2.5371 3.7855 4.2201
C -1.0588 3.4749 4.1938
C -2.2853 5.2785 6.6685
H -2.7446 4.8426 4.0480
H -3.0325 3.2372 3.4226
H -0.5186 3.9914 4.9905
H -0.6292 3.7697 3.2370
H -0.8950 2.4077 4.3319
H -1.3578 4.9864 7.1578
H -2.7926 6.0205 7.2813
H -2.0560 5.7473 5.7153
O -4.0455 4.6163 1.3561
C -5.0047 3.9026 1.4196
O -4.8533 2.5740 1.2785
C -5.8940 1.6319 1.5142
C -6.7836 1.4600 0.2990
C -6.3985 4.4728 1.5777
H -6.4599 1.8935 2.4104
H -5.3847 0.6937 1.7286
H -7.2964 2.3870 0.0402
H -7.5358 0.6909 0.4817
H -6.1852 1.1699 -0.5650
H -6.7619 4.7847 0.5995
H -6.3365 5.3423 2.2273
H -7.1137 3.7867 2.0259
O -2.3649 -2.1439 -2.6126
C -3.4862 -2.3940 -2.2774
O -3.7613 -2.4634 -0.9549
C -5.0792 -2.5837 -0.4328
C -5.5437 -4.0257 -0.4012
C -4.5678 -2.7102 -3.2841
H -5.7722 -1.9373 -0.9752
H -5.0212 -2.1970 0.5843
H -5.5954 -4.4519 -1.4033
H -6.5317 -4.0999 0.0559
H -4.8439 -4.6326 0.1733
H -4.4825 -3.7553 -3.5777
H -4.4165 -2.0870 -4.1565
H -5.5782 -2.5172 -2.9291
O 8.6309 2.2476 2.1055
C 8.4003 3.2108 2.7797
O 7.8623 3.0364 3.9998
C 7.6860 4.0929 4.9418
C 6.3964 4.8508 4.7005
C 8.6160 4.6112 2.2546
H 8.5584 4.7495 4.9557
H 7.6464 3.6055 5.9147
H 6.3918 5.3368 3.7250
H 6.2538 5.6147 5.4661
H 5.5484 4.1673 4.7227
H 7.7561 4.8912 1.6477
H 9.5051 4.6050 1.6291
H 8.7708 5.3599 3.0284
O -5.6457 -2.2575 -6.1537
C -5.1448 -2.3092 -7.2421
O -3.8466 -2.6370 -7.3402
C -3.1829 -2.8864 -8.5799
C -2.6993 -1.6050 -9.2268
C -5.9156 -1.9349 -8.4875
H -3.8158 -3.4757 -9.2458
H -2.3290 -3.5116 -8.3259
H -3.5285 -0.9431 -9.4781
H -2.1457 -1.8243 -10.1402
H -2.0480 -1.0616 -8.5429
H -5.9042 -0.8511 -8.5928
H -6.9428 -2.2685 -8.3632
H -5.5371 -2.3892 -9.4002
```

Properties
HOMO = -3.80 eV
Charge = -1

=====

Relative energy (zero: lowest compared OMol25 entry of this formula, charge and spin)
In order: 0.000, 0.000
Unit: eV